1.
# C22H48FN2O6Sr

A structure of composition C22H48FN2O6Sr in a non-equilibrium geometry (ωB97M-V with the def2-TZVPD basis set, the Open Molecules 2025 dataset).

Last column: Löwdin charge in e.
Cartesian coordinates (Å):
Sr -0.485 -1.628 0.465  1.53
C 0.804 1.167 -2.548  -0.03
C 1.210 -0.074 -3.345  -0.51
C 2.682 0.172 -3.703  -0.14
C 3.335 -1.098 -4.277  -0.18
C 3.153 -2.215 -3.260  -0.15
C 1.687 -2.516 -2.896  -0.50
N 1.082 -1.250 -2.486  -0.19
O -0.235 -1.409 -2.037  -0.37
C 1.732 -3.509 -1.730  -0.03
C 1.027 -3.224 -4.102  -0.02
C 0.382 -0.084 -4.638  -0.02
H -0.265 1.258 -2.348  0.08
H 0.979 2.067 -3.154  0.09
H 1.345 1.266 -1.608  0.08
H 3.289 0.449 -2.835  0.12
H 2.761 0.989 -4.425  0.12
H 4.408 -0.887 -4.381  0.11
H 2.984 -1.341 -5.282  0.10
H 3.706 -1.909 -2.365  0.11
H 3.652 -3.116 -3.632  0.12
H 2.598 -3.366 -1.079  0.08
H 1.746 -4.532 -2.108  0.09
H 0.870 -3.440 -1.070  0.03
H 0.104 -3.706 -3.792  0.08
H 1.736 -3.967 -4.484  0.08
H 0.906 -2.555 -4.949  0.05
H -0.639 -0.411 -4.445  0.08
H 0.818 -0.684 -5.437  0.06
H 0.352 0.930 -5.050  0.08
C -1.873 0.472 4.973  -0.03
C -2.238 0.570 3.485  -0.53
C -3.369 1.607 3.301  -0.15
C -2.958 3.048 3.393  -0.18
C -1.716 3.313 2.517  -0.13
C -0.614 2.268 2.690  -0.52
N -1.169 0.936 2.608  -0.21
O -0.200 -0.062 2.568  -0.33
C 0.148 2.579 4.004  -0.03
C 0.399 2.484 1.570  -0.03
C -2.856 -0.755 3.079  -0.04
H -0.874 0.031 5.031  0.09
H -2.595 -0.122 5.541  0.08
H -1.845 1.420 5.511  0.06
H -4.131 1.371 4.053  0.12
H -3.833 1.442 2.327  0.10
H -2.742 3.424 4.396  0.10
H -3.775 3.662 2.999  0.11
H -1.327 4.300 2.773  0.12
H -2.022 3.305 1.463  0.12
H 0.817 1.776 4.303  0.08
H -0.520 2.863 4.816  0.06
H 0.751 3.483 3.846  0.08
H 0.116 2.116 0.582  0.08
H 1.289 1.895 1.816  0.07
H 0.742 3.518 1.553  0.09
H -3.215 -0.746 2.042  0.07
H -3.713 -0.966 3.718  0.08
H -2.157 -1.591 3.174  0.09
F 0.270 -3.708 1.360  -0.77
C -3.122 0.709 -0.664  -0.25
C -3.384 -0.293 -1.759  -0.27
O -2.519 -0.212 -2.859  -0.10
O -1.836 0.521 -0.104  -0.20
H -3.900 0.552 0.102  0.11
H -3.271 1.734 -1.026  0.12
H -4.419 -0.246 -2.109  0.12
H -3.287 -1.325 -1.364  0.12
H -1.659 -0.636 -2.587  0.03
H -1.797 0.975 0.784  0.06
C 2.940 -1.093 2.080  -0.25
C 2.989 -0.550 0.671  -0.24
O 1.693 -0.583 0.116  -0.24
O 2.453 -0.163 3.030  -0.10
H 3.954 -1.372 2.378  0.11
H 2.295 -1.979 2.137  0.11
H 3.669 -1.160 0.053  0.11
H 3.445 0.450 0.657  0.12
H 1.751 -0.592 -0.879  0.05
H 1.489 -0.048 2.848  0.02

## Properties
- ΔE to the lowest compared entry with this formula, charge and spin (kJ/mol) = 0.0
- charge = -1
- frontier orbital gap (eV) = 7.0
- LUMO (eV) = 2.66


2.
# C46H35NO13PS3Zr

A structure of composition C46H35NO13PS3Zr in a non-equilibrium geometry (ωB97M-V with the def2-TZVPD basis set, the Open Molecules 2025 dataset).

Last column: Löwdin charge in e.
Cartesian coordinates (Å):
Zr 0.829 -1.461 0.479  1.93
O 2.602 -3.104 4.083  0.07
C 2.485 -2.099 3.389  -0.59
O 1.942 -2.050 2.227  -0.21
C 3.104 -0.869 3.987  -0.12
C 4.304 -1.148 4.732  0.03
C 5.003 -0.097 5.416  -0.04
C 4.489 1.201 5.284  -0.09
C 3.321 1.485 4.570  -0.03
C 2.533 0.408 3.971  -0.20
P 0.981 0.666 3.193  0.88
C -0.398 -0.154 4.090  -0.24
C -0.047 -1.010 5.164  -0.07
C -0.983 -1.695 5.881  -0.07
C -2.310 -1.471 5.617  -0.06
C -2.677 -0.513 4.679  -0.05
C -1.736 0.162 3.859  -0.05
C 0.736 2.429 3.275  -0.28
C 0.114 3.175 4.317  -0.06
C -0.086 4.529 4.174  -0.08
C 0.255 5.177 2.984  -0.08
C 1.022 4.505 2.071  -0.08
C 1.302 3.170 2.251  -0.08
H 4.618 -2.164 4.853  0.11
H 5.883 -0.326 6.001  0.10
H 5.076 2.066 5.593  0.10
H 3.054 2.517 4.396  0.09
H 1.031 -1.177 5.454  0.12
H -0.660 -2.373 6.711  0.14
H -3.066 -1.995 6.157  0.11
H -3.728 -0.372 4.362  0.12
H -2.017 0.891 3.157  0.10
H -0.193 2.700 5.249  0.12
H -0.599 5.102 4.977  0.12
H -0.062 6.161 2.843  0.09
H 1.376 4.970 1.150  0.12
H 1.944 2.696 1.515  0.12
O 2.092 1.451 -2.191  -0.28
S 1.933 0.115 -1.685  0.60
O 0.880 0.298 1.711  -0.44
O 2.685 -0.182 -0.399  -0.40
C 2.534 -1.086 -2.935  -0.20
C 3.205 -0.488 -4.011  -0.08
C 3.609 -1.250 -5.033  -0.07
C 3.411 -2.643 -4.989  -0.08
C 2.890 -3.289 -3.919  -0.06
C 2.354 -2.471 -2.874  -0.15
S 1.632 -3.497 -1.442  0.58
O 0.301 -3.016 -1.045  -0.41
O 1.750 -4.829 -1.921  -0.26
O 2.433 -3.109 -0.187  -0.40
H 3.257 0.607 -4.073  0.12
H 4.270 -0.804 -5.787  0.12
H 3.774 -3.307 -5.777  0.11
H 2.803 -4.417 -3.891  0.14
O -2.084 -6.495 4.692  -0.10
C -2.678 -5.463 4.176  -0.68
O -3.712 -4.934 4.679  -0.05
C -2.034 -4.853 3.063  -0.13
C -0.640 -5.070 3.084  0.05
C 0.174 -4.193 2.380  -0.08
N -0.350 -3.196 1.655  -0.01
C -1.679 -3.052 1.494  -0.13
C -2.565 -3.947 2.168  0.10
C -2.137 -1.779 0.790  -0.60
O -3.319 -1.491 0.691  0.07
O -1.196 -1.083 0.337  -0.16
H -0.141 -5.822 3.699  0.13
H 1.263 -4.229 2.347  0.11
H -3.612 -3.763 2.096  0.12
O 0.500 -0.295 -1.339  -0.43
S -4.012 3.262 -4.403  0.87
C -4.530 1.799 -3.564  -0.49
C -3.773 0.631 -4.051  -0.31
C -3.281 -0.369 -3.152  -0.01
C -2.562 -1.504 -3.596  -0.05
C -2.383 -1.685 -4.989  -0.09
C -2.948 -0.767 -5.851  -0.11
C -3.513 0.431 -5.419  -0.07
C -2.324 3.529 -3.614  -0.38
C -1.310 4.131 -4.507  -0.28
C -0.037 3.520 -4.714  -0.01
C 0.818 3.904 -5.778  -0.08
C 0.376 4.895 -6.612  -0.12
C -0.878 5.493 -6.520  -0.08
C -1.696 5.141 -5.446  -0.06
H -5.584 1.713 -3.826  0.08
H -4.412 1.938 -2.468  0.10
H -3.564 -0.342 -2.119  0.10
H -1.998 -2.154 -2.948  0.09
H -1.834 -2.503 -5.411  0.09
H -2.775 -0.850 -6.916  0.09
H -3.775 1.113 -6.214  0.09
H -2.008 2.610 -3.081  0.09
H -2.535 4.253 -2.761  0.10
H 0.428 2.882 -3.970  0.09
H 1.804 3.508 -5.877  0.09
H 1.065 5.198 -7.339  0.08
H -1.161 6.245 -7.233  0.09
H -2.642 5.633 -5.298  0.09

## Properties
- ΔE to the lowest compared entry with this formula, charge and spin (kJ/mol) = 0.0
- charge = -1
- frontier orbital gap (eV) = 6.3
- LUMO (eV) = 1.49


- What is the charge in the first record?
  -1